ORCA calculation (ωB97M-V with the def2-TZVPD basis set) on C5H9NO in the gas phase.

Each line ends with the Mulliken charge.
Cartesian coordinates (Å):
C 3.2859 -0.2359 -0.1246  -0.686
C 0.9319 -0.1983 0.3547  -0.677
N 1.9528 0.2784 -0.3525  0.155
O -0.1943 0.3534 -0.1284  -0.266
C -1.3596 -0.1300 0.4997  0.032
C -2.4875 -0.5321 -0.3896  -0.540
C -2.5633 0.7411 0.4234  -0.540
H 3.2495 -0.7935 0.8127  0.315
H 3.5908 -0.9157 -0.9284  0.257
H 4.0209 0.5705 -0.0393  0.279
H 1.8022 0.9153 -1.1329  0.232
H -1.1370 -0.7036 1.3935  0.516
H -2.3231 -0.4279 -1.4579  0.239
H -3.0976 -1.3825 -0.0988  0.230
H -2.4445 1.6775 -0.1134  0.221
H -3.2273 0.7833 1.2817  0.232

## Properties
- Orbital gap: 9.85 eV
- Highest occupied orbital energy: -8.69 eV